--- 1 ---
Below is the molecule C6H9NO, with properties calculated with the ωB97M-V functional and the def2-TZVPD basis.

Last column: Löwdin charge in e.
Positions of all 17 atoms, in Å:
C -1.657 -0.604 -1.207  -0.185
C 0.432 -0.733 0.295  -0.182
C 0.189 0.699 -0.232  -0.180
C -0.948 -0.285 -0.084  -0.309
C 1.362 -1.710 -0.438  -0.034
C 0.279 1.936 0.684  -0.049
N -2.209 -1.002 -2.138  0.190
O -1.891 0.099 1.245  -0.067
H 0.558 -0.863 1.381  0.153
H 0.595 0.812 -1.265  0.160
H 2.248 -1.230 -0.693  0.054
H 1.028 -2.039 -1.408  0.077
H 1.606 -2.554 0.166  0.069
H 0.226 1.844 1.732  0.057
H -0.419 2.693 0.545  0.049
H 1.295 2.387 0.604  0.090
H -2.694 0.552 0.812  0.107

For the molar mass, the calculation gives 111.144 g/mol. Its SMILES is C[C@H]1[C@H](C)C1(O)C#N. Its charge is 0. For the HOMO energy, the calculation gives -0.38187 hartree. The value obtained for the frontier orbital gap is 10.99 eV.

---

--- 2 ---
Below is a cluster of 2 separate species, C6H9NO in total, with properties calculated with the ωB97M-V functional and the def2-TZVPD basis.

Last column: Löwdin charge in e.
Positions of all 17 atoms, in Å:
C -0.165 0.166 -0.549  -0.165
C -0.997 1.344 -0.371  -0.017
C -2.253 1.091 0.202  -0.114
C -2.707 -0.162 0.246  -0.098
C -1.845 -1.268 -0.079  -0.095
C 2.681 -0.640 0.235  -0.178
H 0.818 0.323 -0.885  0.055
H -0.558 2.318 -0.620  0.106
H -2.837 1.952 0.688  0.135
H -3.616 -0.423 0.501  0.043
H -2.393 -2.264 -0.097  0.120
H 3.651 0.977 0.435  0.082
H 1.778 -0.968 -0.251  0.026
H 3.468 -1.232 -0.239  0.081
H 2.652 -0.843 1.324  0.098
N -0.547 -1.090 -0.470  0.049
O 2.870 0.719 -0.070  -0.126

For the molar mass, the calculation gives 111.144 g/mol. Its SMILES is c1ccncc1.CO. Its charge is 0. For the HOMO energy, the calculation gives -0.34125 hartree. The value obtained for the frontier orbital gap is 10.23 eV.

---

--- 3 ---
Below is the molecule C6H9NO, with properties calculated with the ωB97M-V functional and the def2-TZVPD basis.

Last column: Löwdin charge in e.
Positions of all 17 atoms, in Å:
C -1.267 -0.204 -0.541  -0.317
C -0.226 0.834 -0.974  -0.205
C 1.030 0.005 -1.099  -0.178
C 0.159 -1.011 1.015  -0.175
C -0.903 0.093 0.993  -0.177
C -0.282 1.362 0.466  -0.136
H -0.340 1.430 -1.903  0.151
H 1.174 -0.340 -2.172  0.135
H 1.996 0.579 -0.684  0.154
H 1.492 -1.724 -0.238  0.071
H 0.958 -0.870 1.789  0.121
H -0.231 -2.055 1.178  0.137
H -1.635 0.157 1.778  0.137
H 0.680 1.830 0.939  0.149
H -1.075 2.040 0.746  0.105
N 0.680 -1.239 -0.362  -0.064
O -2.210 -0.886 -0.932  0.090

For the molar mass, the calculation gives 111.144 g/mol. Its SMILES is O=C1[C@@H]2CNC[C@H]1C2. Its charge is 0. For the HOMO energy, the calculation gives -0.33017 hartree. The value obtained for the frontier orbital gap is 9.84 eV.

---

Computed energies relative to the best structure, in eV: 1 0.964; 2 0.000; 3 0.811